# 1
This record from the Open Molecules 2025 dataset describes C55H42F5N3O2P3STl as an isolated structure. The level of theory is ωB97M-V with the def2-TZVPD basis set.

Output
frontier orbital gap	5.2	eV
net charge	-2
spin multiplicity	1
calculated total energy	-4529.995272	hartree
HOMO	-0.052	Ha
LUMO level	3.8	eV
ΔE to the lowest compared entry with this formula, charge and spin	0.0	kJ/mol

```
112
Properties=species:S:1:pos:R:3:forces:R:3:mulliken_charge:R:1
Tl -0.40450 -0.17589 -0.86693 -0.05 0.26 -0.13 2.40
N 2.30865 -2.22474 1.18444 -0.04 0.22 -0.13 0.02
P 1.57765 -0.72452 1.67566 0.28 -0.35 0.30 1.95
C 0.51281 -1.37295 3.04230 -0.02 0.10 -0.02 0.12
C -0.25292 -2.51509 2.81042 0.04 0.04 -0.03 -0.89
C -1.15352 -2.96373 3.76842 -0.04 0.00 0.00 -0.43
C -1.31358 -2.26911 4.96078 0.00 0.01 -0.02 -0.65
C -0.58378 -1.10796 5.18389 -0.02 0.03 -0.02 -0.46
C 0.31540 -0.66128 4.22629 0.03 -0.03 -0.05 -0.45
C 3.03026 -0.16488 2.68277 -0.06 -0.04 0.04 -0.04
C 3.70743 0.99066 2.29908 -0.10 -0.03 -0.05 -0.27
C 4.81965 1.42637 3.01095 0.01 0.03 0.02 -0.88
C 5.27829 0.70202 4.10125 -0.03 -0.02 -0.01 -0.54
C 4.62595 -0.46692 4.47717 0.01 -0.02 0.01 -0.81
C 3.50840 -0.89480 3.77507 0.00 0.09 -0.02 -0.35
C 2.17699 -2.77004 -0.08254 -0.19 -0.10 -0.11 0.20
C 3.13211 -3.68754 -0.54055 0.06 0.01 0.01 -1.05
C 2.95188 -4.26484 -1.77826 0.00 0.05 0.05 -0.50
C 1.83205 -3.93141 -2.52754 0.00 -0.04 -0.06 -1.31
C 0.93924 -3.02263 -1.99239 0.05 0.10 0.07 -0.24
N 1.09936 -2.45287 -0.79477 0.20 -0.25 0.09 0.66
H 3.19870 -2.42006 1.61306 0.03 -0.08 0.04 0.33
H -0.15337 -3.04063 1.86585 -0.01 -0.04 0.04 0.12
H -1.73916 -3.85593 3.57899 0.01 0.02 -0.03 0.42
H -2.01435 -2.62306 5.70825 -0.01 0.01 -0.02 0.33
H -0.72586 -0.54247 6.09838 0.01 0.00 -0.02 0.37
H 0.87422 0.25343 4.39595 -0.02 -0.01 0.04 0.35
H 3.36817 1.52036 1.41557 0.01 0.05 -0.02 0.46
H 5.32763 2.33600 2.71084 -0.01 -0.03 -0.03 0.48
H 6.14475 1.04070 4.65784 0.00 0.01 -0.01 0.36
H 4.98652 -1.04063 5.32363 -0.01 0.00 -0.01 0.38
H 2.99201 -1.79650 4.08551 -0.02 0.01 0.01 0.45
H 3.99688 -3.91665 0.07071 0.01 0.01 -0.01 0.42
H 3.68436 -4.96572 -2.16170 0.01 0.00 0.00 0.36
H 1.66203 -4.35169 -3.50918 -0.03 0.02 0.02 0.44
H 0.06117 -2.71187 -2.54243 0.00 0.00 -0.01 0.45
C -1.54856 4.36975 1.57501 -0.09 -0.06 -0.29 -1.58
N -0.95910 3.05124 1.36340 0.36 -0.14 0.12 1.09
P -1.51204 1.62408 2.11366 -0.20 0.10 0.07 0.66
C -2.07195 2.27782 3.75243 0.14 -0.18 0.10 0.55
C -1.14654 3.01206 4.50167 0.02 0.02 -0.09 -0.33
C -1.40627 3.37270 5.81374 0.00 0.02 0.03 -0.66
C -2.59923 2.99273 6.41778 -0.03 -0.03 -0.05 -0.58
C -3.52769 2.26483 5.68782 0.01 0.01 0.03 -0.63
C -3.26590 1.90705 4.37007 0.01 0.08 -0.06 -0.70
C -3.14048 1.22703 1.35714 0.07 -0.04 0.09 0.35
C -3.54322 -0.10471 1.46371 0.07 0.05 0.03 -0.06
C -4.73699 -0.53389 0.90320 -0.07 -0.03 -0.01 -0.48
C -5.53597 0.36100 0.20558 0.07 0.01 0.02 -0.54
C -5.13954 1.68630 0.08605 0.01 0.03 -0.01 -0.77
C -3.95297 2.11912 0.66303 -0.08 0.01 -0.01 -0.26
P 0.56173 2.80314 0.52280 -0.38 0.54 0.04 0.90
C 1.41310 4.36800 1.07477 -0.03 -0.07 0.01 -0.05
C 1.41334 5.58463 0.39372 0.04 0.01 0.08 -0.54
C 2.04962 6.69799 0.92862 0.00 0.00 0.00 -0.67
C 2.69804 6.61811 2.15433 -0.02 -0.02 -0.06 -0.57
C 2.70054 5.41547 2.84713 0.01 0.01 0.04 -0.96
C 2.06403 4.30587 2.30790 -0.02 -0.08 -0.02 -0.22
C 0.13112 3.26328 -1.20109 0.13 0.00 0.08 0.45
C -1.16152 3.11723 -1.69091 -0.04 0.08 0.03 -0.57
C -1.41912 3.23917 -3.05140 -0.02 -0.02 0.00 -0.48
C -0.38377 3.49438 -3.93588 0.00 -0.01 0.02 -0.56
C 0.91019 3.65417 -3.45532 0.01 -0.01 0.01 -0.71
C 1.16685 3.53800 -2.09802 -0.07 -0.06 0.00 -0.64
H -2.47790 4.27817 2.13655 -0.03 0.01 -0.03 0.62
H -1.75940 4.85634 0.61671 0.00 0.00 0.01 0.28
H -0.88203 5.02435 2.14206 0.05 -0.01 0.02 0.22
H -0.20957 3.30410 4.03506 -0.01 0.00 0.04 0.16
H -0.67702 3.94722 6.37367 0.02 -0.02 -0.03 0.42
H -2.80051 3.25610 7.44927 0.00 0.03 -0.01 0.34
H -4.46588 1.97418 6.14700 0.02 -0.03 -0.02 0.40
H -4.00101 1.33771 3.81517 0.00 -0.02 -0.01 0.35
H -2.89331 -0.81229 1.97100 -0.01 -0.03 -0.06 0.04
H -5.02592 -1.57554 0.97669 0.05 0.00 -0.02 0.39
H -6.44572 0.01985 -0.27293 0.00 0.00 0.01 0.34
H -5.75037 2.38603 -0.47261 0.01 -0.01 0.00 0.37
H -3.66012 3.15578 0.55331 0.02 -0.02 -0.01 0.21
H 0.91132 5.66410 -0.56119 -0.02 -0.03 -0.03 0.33
H 2.03561 7.63565 0.38453 0.01 -0.01 0.00 0.41
H 3.20492 7.48595 2.56014 -0.02 -0.01 0.01 0.36
H 3.20675 5.34031 3.80318 -0.02 -0.02 -0.02 0.44
H 2.07307 3.36265 2.84669 0.05 0.00 -0.01 0.55
H -1.96949 2.86795 -1.01230 0.03 -0.04 -0.03 0.16
H -2.42551 3.08256 -3.42151 0.02 -0.02 0.01 0.37
H -0.57199 3.51850 -5.00117 0.01 -0.01 0.00 0.30
H 1.72929 3.81164 -4.14663 0.00 -0.02 0.02 0.28
H 2.18338 3.60585 -1.73105 0.05 -0.04 -0.04 0.53
O 0.48939 0.43410 -5.22162 0.01 0.05 0.11 -0.84
C 0.98407 0.16622 -4.11316 -0.09 0.02 -0.01 -0.19
O 0.35636 -0.35467 -3.14144 0.07 -0.05 -0.11 -0.63
C 2.49403 0.44222 -3.96495 0.04 0.01 -0.01 -0.06
C 3.17433 0.54899 -5.18374 0.04 0.01 0.00 -0.96
C 4.53308 0.79403 -5.27442 0.02 -0.02 0.00 -0.62
C 5.26000 0.94712 -4.09698 -0.05 0.00 0.03 -0.44
C 4.61435 0.85269 -2.88031 0.02 -0.03 -0.14 -1.05
C 3.22819 0.59779 -2.76384 -0.05 0.05 0.06 0.78
S 2.59699 0.57959 -1.12624 0.07 0.10 0.06 0.15
H 2.57533 0.44104 -6.07851 -0.03 0.01 0.02 0.42
H 5.01890 0.86796 -6.24197 -0.02 -0.01 0.00 0.34
H 6.32789 1.14314 -4.13042 0.00 0.00 0.02 0.35
H 5.17240 0.97829 -1.95999 -0.02 0.00 0.01 0.33
F -3.25328 -0.38081 -2.29012 -0.05 0.02 -0.04 -0.24
C -3.26991 -1.71644 -2.00389 0.22 -0.03 0.21 0.50
C -2.27010 -2.26599 -1.23106 -0.36 -0.12 -0.27 -0.30
C -2.43114 -3.60767 -0.99833 0.13 0.22 0.12 -0.09
F -1.52182 -4.28626 -0.22140 -0.01 -0.06 0.00 -0.44
C -3.48128 -4.37522 -1.47335 0.03 -0.06 0.06 -0.01
F -3.59787 -5.69708 -1.19855 -0.02 -0.07 0.00 -0.37
C -4.45315 -3.76669 -2.24162 0.05 0.02 0.03 0.81
F -5.50027 -4.47878 -2.70742 -0.08 -0.06 -0.05 -0.37
C -4.34793 -2.41593 -2.51394 -0.08 0.07 -0.01 -0.15
F -5.31536 -1.82312 -3.25131 -0.05 0.01 -0.03 -0.40
```
Forces are in eV/Å.

***

# 2
This record from the Open Molecules 2025 dataset describes C16H23BNO5RhS2 as an isolated structure. The level of theory is ωB97M-V with the def2-TZVPD basis set.

Output
frontier orbital gap	8.6	eV
spin multiplicity	1
calculated total energy	-1986.326180	hartree
HOMO	-0.308	Ha
LUMO level	0.2	eV
ΔE to the lowest compared entry with this formula, charge and spin	5.9	kJ/mol

```
49
Properties=species:S:1:pos:R:3:forces:R:3:mulliken_charge:R:1
Rh 0.60062 -0.08802 0.50831 0.04 0.06 0.02 0.26
C 2.55341 2.70985 2.05368 0.03 0.00 0.01 -0.82
S 2.93705 1.11909 1.38772 0.08 0.17 -0.10 1.26
O 4.30847 0.82983 1.67150 -0.03 0.00 0.04 -0.60
O 1.96636 0.18344 2.05287 -0.14 -0.17 0.13 -0.62
O 2.55616 1.16095 -0.04050 -0.03 0.00 -0.03 -0.72
H 2.77138 2.68617 3.11878 0.00 0.00 0.00 0.32
H 1.49880 2.91660 1.88297 0.00 -0.01 -0.01 0.19
H 3.18170 3.44247 1.55261 0.00 0.00 0.00 0.34
S -2.26023 -0.65879 -2.94089 0.01 0.03 0.01 -0.14
C -0.64247 -0.50501 -3.47663 0.00 -0.02 0.00 -0.17
C 0.18022 -0.32941 -2.41817 -0.04 0.04 0.01 -1.00
N -0.46417 -0.30986 -1.20146 0.06 -0.14 -0.04 0.36
C -1.75444 -0.47102 -1.33312 0.04 -0.01 -0.02 -0.32
H -0.38078 -0.54792 -4.51962 0.00 -0.01 0.00 0.44
H 1.25075 -0.19415 -2.44447 0.01 -0.01 0.00 0.41
H -2.43078 -0.47132 -0.49256 -0.01 -0.01 0.00 0.39
C -0.27269 -5.25727 0.20803 0.01 -0.01 0.00 -1.83
C 0.18723 -4.11404 1.08954 0.00 0.05 -0.03 1.50
C 1.58200 -4.38427 1.63761 -0.01 -0.03 0.01 -1.94
O 0.27874 -2.90721 0.28670 -0.03 -0.13 0.02 -0.38
B -0.01165 -1.84744 1.12846 -0.10 0.11 -0.05 0.68
O -0.57537 -2.26490 2.31017 0.08 0.00 -0.03 -0.47
C -0.82521 -3.68848 2.19290 0.00 0.00 0.00 1.62
C -0.60028 -4.33472 3.54463 -0.01 -0.01 0.01 -1.86
C -2.27687 -3.84546 1.75924 -0.01 -0.02 0.00 -1.97
H 0.49916 -5.48111 -0.52848 0.00 0.00 0.00 0.46
H -1.19020 -5.00949 -0.32202 0.00 0.00 0.00 0.36
H -0.44331 -6.15592 0.80450 0.00 0.00 0.00 0.34
H 2.27628 -4.46665 0.80159 0.00 0.00 0.00 0.50
H 1.61245 -5.31492 2.20582 0.00 0.01 0.00 0.37
H 1.91756 -3.56821 2.27876 0.00 0.00 0.00 0.34
H 0.37974 -4.08493 3.94492 0.00 0.01 0.00 0.37
H -0.68431 -5.42088 3.46881 0.00 0.00 -0.01 0.36
H -1.35606 -3.98361 4.24757 0.00 0.00 0.00 0.46
H -2.44067 -3.40321 0.77519 0.00 0.01 0.00 0.28
H -2.91443 -3.33090 2.47815 0.00 0.00 0.00 0.50
H -2.57271 -4.89472 1.72275 0.00 0.00 0.00 0.37
C -2.91694 2.67585 2.11923 0.01 0.00 0.01 -0.49
C -2.11788 2.99533 1.03102 0.01 0.02 -0.02 -0.74
C -1.13452 2.11047 0.60629 -0.06 -0.01 0.04 0.06
C -0.92561 0.89340 1.26440 0.08 0.08 0.04 0.25
C -1.72213 0.58836 2.36477 0.05 -0.03 -0.01 -0.15
C -2.71065 1.47470 2.78132 0.00 0.00 0.02 -0.63
H -3.68716 3.35988 2.45137 0.00 0.00 0.00 0.38
H -2.25831 3.93348 0.50757 0.00 0.00 0.00 0.39
H -0.51972 2.37703 -0.24919 -0.01 0.01 0.00 0.44
H -1.56755 -0.33615 2.90193 -0.01 0.00 0.01 0.45
H -3.32126 1.22092 3.63970 0.00 0.00 0.00 0.40
```
Forces are in eV/Å.

***

# 3
This record from the Open Molecules 2025 dataset describes C42H44BeP2 as an isolated structure in a non-equilibrium geometry. The level of theory is ωB97M-V with the def2-TZVPD basis set.

Output
frontier orbital gap (spin up / spin down)	5.2 / 4.3	eV
spin multiplicity	1
calculated total energy	-2324.038197	hartree
HOMO (spin up / spin down)	-0.180 / -0.146	Ha
LUMO level (spin up / spin down)	0.3 / 0.4	eV
ΔE to the lowest compared entry with this formula, charge and spin	226.0	kJ/mol

```
89
Properties=species:S:1:pos:R:3:forces:R:3:mulliken_charge:R:1
Be 1.10295 0.62477 1.43716 2.20 0.47 -0.20 -0.26
C -0.11536 -2.06513 -3.97996 0.09 0.16 -0.18 -0.10
C -0.08055 -0.74101 -4.16304 0.40 -0.78 -0.46 -0.34
C -1.16624 0.00820 -4.89710 0.12 0.47 -0.11 -0.98
C -2.63474 -0.37476 -4.57361 -0.05 0.36 -0.38 -1.16
C -2.92777 -0.81775 -3.16837 -0.29 -1.10 0.18 0.26
C -2.88669 -2.10927 -2.78526 -0.65 1.17 -0.75 -0.48
C -2.43197 -3.21352 -3.68067 0.33 -0.67 -0.24 -1.17
C -1.19124 -2.94175 -4.57480 -0.08 -0.22 -0.25 -0.97
C -0.46036 0.50643 2.54459 -0.27 0.25 1.38 -1.08
H 0.67378 -2.59744 -3.43623 -0.14 0.42 -0.12 0.40
H 0.81086 -0.17017 -3.85796 -0.51 -0.33 -0.04 0.65
H -1.03527 -0.09764 -5.99129 0.07 0.08 0.37 0.52
H -1.04594 1.07880 -4.68240 0.05 -0.17 -0.06 0.19
H -3.24693 0.52566 -4.75758 0.19 -0.33 -0.04 0.45
H -2.97397 -1.12048 -5.31174 0.01 0.17 0.46 0.28
H -3.29334 -0.03762 -2.50408 0.02 -0.29 0.08 0.70
H -3.35008 -2.44286 -1.86248 0.37 0.25 -0.05 0.41
H -3.24923 -3.53878 -4.35186 0.15 0.09 0.29 0.33
H -2.19869 -4.08084 -3.05280 -0.09 0.05 -0.03 0.37
H -0.72969 -3.92007 -4.80546 -0.26 0.37 0.01 0.50
H -1.54119 -2.53029 -5.53873 0.35 -0.13 0.39 0.31
H 0.44839 -0.20009 2.54313 -0.54 0.02 0.18 0.03
H -0.95918 0.15894 3.46195 0.21 0.04 -0.20 0.82
H -0.25394 1.55516 2.79613 0.30 -0.08 -0.28 0.53
P 1.49285 0.62846 -0.61981 -2.53 -0.44 1.25 2.19
P -1.67777 0.24541 1.25853 -0.40 0.26 -3.61 1.63
C -0.17372 0.48170 -1.20912 3.76 -0.54 -1.63 -1.37
C -1.31678 0.55275 -0.45587 -2.72 0.82 3.12 -0.18
C 2.40268 2.06013 -1.29988 0.55 0.47 -0.76 0.34
C 1.91365 2.61520 -2.49637 0.47 0.26 0.15 -0.49
C 2.51821 3.74413 -3.05878 -0.09 0.06 0.03 -0.61
C 3.56769 4.40017 -2.40894 -0.16 -0.47 0.28 -0.55
C 4.02544 3.88287 -1.19118 0.01 0.11 -0.08 -0.71
C 3.48164 2.71445 -0.65340 -0.38 -0.25 -0.26 -0.18
C 2.46422 -0.88856 -0.92920 0.76 -0.07 -0.17 0.34
C 2.04271 -2.08837 -0.33015 0.15 0.07 -0.15 -0.19
C 2.78028 -3.26064 -0.50618 0.07 0.30 -0.07 -0.67
C 3.95747 -3.24510 -1.26302 -0.14 0.14 -0.17 -0.54
C 4.38556 -2.04923 -1.85319 -0.17 -0.15 0.22 -0.71
C 3.65203 -0.87067 -1.67533 -0.12 -0.22 0.05 -0.52
C -3.01964 1.37772 1.70357 -0.29 0.04 0.52 0.06
C -2.75027 2.75857 1.62661 -0.09 -0.13 -0.18 -0.39
C -3.74215 3.68835 1.94057 -0.03 -0.28 0.10 -0.73
C -5.00109 3.24760 2.36687 0.16 -0.09 -0.16 -0.44
C -5.26799 1.87689 2.46243 0.26 0.14 0.02 -0.70
C -4.27176 0.93818 2.16486 0.02 0.26 -0.15 -0.40
C -2.13074 -1.48345 1.58268 -0.21 -0.88 0.76 0.56
C -1.80029 -2.22896 2.73936 -0.53 -0.02 -0.45 -0.43
C -2.25811 -3.54441 2.87505 0.17 0.05 -0.05 -0.72
C -3.00357 -4.15180 1.85808 0.06 0.42 -0.15 -0.56
C -3.32756 -3.41482 0.70971 0.17 0.02 0.35 -0.62
C -2.89908 -2.09138 0.58204 -0.13 -0.17 0.27 -0.71
H -0.25332 0.33417 -2.29352 -0.37 0.16 0.71 -0.43
H -2.20553 0.87796 -1.00727 0.04 0.21 0.68 0.52
H 1.04569 2.16728 -2.97937 0.19 0.07 0.06 0.34
H 2.15276 4.13328 -4.00989 0.04 -0.11 0.23 0.40
H 4.02259 5.29598 -2.83669 -0.18 -0.29 0.14 0.37
H 4.81671 4.41032 -0.65031 -0.21 -0.27 -0.18 0.39
H 3.88221 2.31542 0.27929 -0.11 0.13 -0.30 0.43
H 1.13638 -2.08423 0.29121 0.31 -0.02 -0.35 0.01
H 2.43755 -4.18609 -0.04732 0.08 0.16 -0.06 0.42
H 4.52517 -4.17298 -1.40630 -0.21 0.46 0.06 0.36
H 5.29650 -2.03971 -2.44698 -0.12 0.04 0.12 0.41
H 4.00542 0.07510 -2.10168 -0.14 -0.41 0.08 0.40
H -1.75831 3.09942 1.30441 -0.47 -0.15 0.05 0.36
H -3.52472 4.75368 1.85128 -0.09 -0.30 0.08 0.39
H -5.77021 3.98298 2.62457 0.25 -0.34 -0.14 0.36
H -6.25736 1.54297 2.77111 0.25 0.03 0.00 0.39
H -4.47508 -0.13054 2.28164 0.07 0.36 -0.13 0.36
H -1.22368 -1.78164 3.54915 -0.14 -0.25 -0.23 0.26
H -2.01638 -4.09839 3.78566 -0.06 0.13 -0.34 0.38
H -3.33256 -5.18890 1.96091 0.09 0.37 -0.02 0.39
H -3.92057 -3.86811 -0.08454 0.14 0.07 0.19 0.45
H -3.17189 -1.50797 -0.29964 0.24 -0.12 0.40 0.53
C 2.50715 1.30599 2.28366 -0.95 -0.47 -0.01 -0.76
C 2.76546 1.30201 3.74288 0.00 0.04 0.84 0.08
C 2.68551 2.48312 4.52925 0.19 -0.58 -0.26 -0.19
C 3.10984 2.49582 5.85932 -0.01 -0.44 -0.02 -0.64
C 3.56852 1.31856 6.46594 -0.23 -0.05 -0.11 -0.38
C 3.53186 0.11439 5.74793 0.01 0.40 -0.24 -0.61
C 3.13450 0.10293 4.40591 0.00 0.58 0.10 -0.43
H 3.29892 0.75308 1.75604 0.06 0.52 0.00 0.45
H 2.34472 2.32260 1.89330 0.69 -0.01 0.06 0.25
H 2.32890 3.40175 4.05531 0.22 -0.21 0.13 0.35
H 3.09892 3.42316 6.43212 -0.03 -0.18 -0.17 0.37
H 3.92446 1.33345 7.50121 -0.16 -0.01 -0.41 0.35
H 3.84826 -0.81052 6.22983 -0.08 0.19 -0.12 0.36
H 3.13408 -0.83002 3.83409 0.07 0.26 0.18 0.38
```
Forces are in eV/Å.

***

The highest ΔE to the lowest compared entry with this formula, charge and spin belongs to which entry?
C42H44BeP2

***

Which of these has the lowest calculated total energy?
C55H42F5N3O2P3STl

***

The highest calculated total energy belongs to which entry?
C16H23BNO5RhS2